# C28H21ClCsIN2O6P

A molecular structure, C28H21ClCsIN2O6P at a distorted geometry (ωB97M-V with the def2-TZVPD basis set, the Open Molecules 2025 dataset).

Each line ends with the Löwdin charge.
Geometry (Å):
Cs1 0.5681 -0.1961 -2.1843  0.916
O1 -1.0334 1.8817 -3.1429  -0.432
N1 -1.3834 2.1917 -4.3233  -0.100
N2 -1.3571 1.2565 -5.2046  -0.274
O2 -1.0747 0.0164 -4.8704  -0.259
C1 -1.8424 1.4336 -6.5747  -0.151
C2 -1.9147 0.3806 -7.4992  -0.012
C3 -2.6645 0.4792 -8.7198  -0.089
C4 -3.3056 1.6591 -9.0508  -0.110
C5 -3.1655 2.7249 -8.1344  -0.103
C6 -2.4026 2.6549 -6.9714  -0.039
H1 -1.4782 -0.5933 -7.2762  0.103
H2 -2.6805 -0.4303 -9.3008  0.091
H3 -3.8036 1.7979 -10.0095  0.094
H4 -3.6739 3.6651 -8.3716  0.096
H5 -2.3686 3.5322 -6.3419  0.099
I1 -1.6026 2.6202 0.2248  0.975
C7 -1.1979 3.1353 2.2125  -0.642
C8 -1.5317 4.4352 2.4992  -0.190
C9 -1.4898 5.0135 3.7977  -0.061
C10 -1.1279 4.1582 4.7985  -0.042
C11 -0.7781 2.8005 4.5510  -0.169
C12 -0.4698 1.9903 5.6801  -0.042
C13 -0.1175 0.6742 5.5546  -0.063
C14 -0.0063 0.1338 4.2524  -0.117
C15 -0.2527 0.8763 3.1232  -0.309
P1 0.3610 0.0302 1.6117  0.991
C16 2.1566 -0.2622 2.0727  -0.355
C17 2.6540 -1.4942 2.4624  -0.091
C18 4.0303 -1.7604 2.5168  -0.048
C19 4.8864 -0.7082 2.2540  -0.102
C20 4.4430 0.5123 1.8024  -0.098
C21 3.0867 0.7341 1.7310  -0.110
C22 -0.3584 -1.6544 1.7662  -0.377
C23 0.1554 -2.6082 0.8551  -0.128
C24 -0.4322 -3.8641 0.6756  -0.059
C25 -1.5391 -4.1963 1.4257  -0.086
C26 -2.0437 -3.3296 2.3753  -0.088
C27 -1.4980 -2.0615 2.5148  -0.088
C28 -0.7491 2.2433 3.2448  -0.181
H6 -1.9169 4.9920 1.6333  0.067
H7 -1.6834 6.0519 3.8875  0.092
H8 -1.0417 4.4503 5.8123  0.094
H9 -0.4605 2.4410 6.6868  0.116
H10 0.0591 0.0172 6.4438  0.121
H11 0.3130 -0.9162 4.1223  0.107
H12 1.9322 -2.2720 2.7104  0.104
H13 4.4337 -2.7408 2.8498  0.126
H14 5.9614 -0.8623 2.2948  0.104
H15 5.1510 1.2623 1.5541  0.093
H16 2.7319 1.6807 1.3427  0.097
H17 1.0254 -2.3655 0.2774  0.075
H18 0.0095 -4.5822 -0.0040  0.087
H19 -1.9664 -5.1751 1.2756  0.102
H20 -2.9152 -3.5480 2.9760  0.099
H21 -1.9134 -1.3020 3.1413  0.086
O3 3.5462 -6.0879 -1.8941  -0.376
Cl1 3.4812 -5.4086 -0.6148  0.616
O4 2.0931 -4.9530 -0.5114  -0.414
O5 3.7737 -6.2451 0.4843  -0.367
O6 4.3878 -4.3092 -0.4944  -0.381

Computed properties:
Charge: -1
Lowest unoccupied orbital energy (eV): 1.59
Calculated total energy (eV): -75093.2628
Kohn-Sham gap (eV): 6.856

# C28H22AsF11MnN3O3Se

A molecular structure, C28H22AsF11MnN3O3Se at a distorted geometry (ωB97M-V with the def2-TZVPD basis set, the Open Molecules 2025 dataset).

Each line ends with the Löwdin charge.
Geometry (Å):
Mn1 0.7096 1.1083 -1.8035  0.791
C1 -1.3835 -2.9627 4.4185  -0.066
O1 -1.2370 -2.8610 2.9813  -0.093
C2 -2.3795 -3.0611 2.1973  -0.203
C3 -3.4850 -3.6844 2.7207  -0.063
C4 -4.7324 -3.6106 2.1640  -0.037
C5 -4.8273 -2.8711 0.9068  -0.057
C6 -3.6577 -2.3900 0.3578  -0.023
C7 -2.3500 -2.6149 0.8490  -0.172
N1 -1.1473 -2.2357 0.2421  0.161
C8 -0.6157 -0.9819 0.0994  -0.315
N2 -1.2797 -0.0214 0.7569  0.168
C9 -1.3534 1.3230 0.4754  -0.186
C10 -0.6354 1.9876 -0.4539  -0.075
C11 -0.7531 3.3502 -0.5968  -0.112
C12 -1.4217 4.0776 0.3971  -0.063
C13 -2.1094 3.4770 1.4390  0.004
C14 -2.1435 2.0532 1.3756  -0.185
O2 -3.0391 1.2660 2.0622  -0.104
C15 -3.9921 1.8518 3.0072  -0.018
N3 0.5502 -0.7036 -0.4605  0.094
C16 1.4984 -1.7361 -0.7448  -0.203
C17 1.9448 -2.6696 0.1542  -0.044
C18 2.8937 -3.6548 -0.1812  -0.091
C19 3.4625 -3.6593 -1.4337  -0.086
C20 3.0192 -2.7478 -2.3871  -0.014
C21 2.0250 -1.8167 -2.0914  -0.269
O3 1.4948 -0.9797 -2.9869  -0.233
C22 1.6955 -1.2004 -4.3735  -0.030
H1 -0.6717 -2.2058 4.8106  0.105
H2 -1.2051 -3.9531 4.8510  0.093
H3 -2.4005 -2.7238 4.7294  0.078
H4 -3.3486 -4.1585 3.7183  0.122
H5 -5.6008 -3.8406 2.7489  0.101
H6 -5.8032 -2.7209 0.4965  0.093
H7 -3.6744 -1.8088 -0.5795  0.130
H8 -0.4589 -2.9472 -0.0226  0.153
H9 -1.8050 -0.2609 1.5503  0.128
H10 -0.3548 3.8030 -1.5039  0.101
H11 -1.3644 5.1355 0.3356  0.104
H12 -2.3325 4.1017 2.3582  0.134
H13 -3.7464 2.8985 3.3245  0.091
H14 -3.9366 1.2312 3.9149  0.091
H15 -4.9893 1.7216 2.6510  0.080
H16 1.5521 -2.6847 1.1926  0.130
H17 3.1359 -4.4111 0.5742  0.108
H18 4.3440 -4.2994 -1.7206  0.128
H19 3.5042 -2.7037 -3.3648  0.114
H20 1.1040 -0.4198 -4.8508  0.087
H21 1.2259 -2.1846 -4.5417  0.116
H22 2.7356 -1.2908 -4.6504  0.090
F1 -1.0049 0.7242 -3.5579  -0.299
As1 -1.2242 2.2916 -4.4158  0.925
F2 -0.1002 1.7169 -5.7452  -0.285
F3 0.2435 2.7754 -3.4552  -0.324
F4 -1.3502 3.8438 -5.3273  -0.263
F5 -2.1341 2.9112 -3.0464  -0.243
F6 -2.6658 1.5776 -5.0813  -0.237
F7 5.9203 4.1500 2.5341  0.109
C23 5.2978 3.4666 1.5570  -0.152
C24 4.0474 3.9030 1.1872  -0.097
F8 3.4054 4.9369 1.8355  0.078
C25 3.4003 3.2802 0.0782  -0.230
F9 2.1014 3.5302 -0.1772  0.049
C26 4.0162 2.2392 -0.6060  -0.479
Se1 3.1885 1.4281 -2.1383  0.784
C27 5.2841 1.8115 -0.1711  -0.222
F10 5.8590 0.7379 -0.7741  0.055
C28 5.9035 2.3807 0.9541  -0.138
F11 7.1514 1.9852 1.2372  0.115

Computed properties:
Charge: 0
Lowest unoccupied orbital energy (alpha / beta) (eV): -2.67 / -0.24
Calculated total energy (eV): -227402.5556
Multiplicity: 5
Kohn-Sham gap (alpha / beta) (eV): 5.173 / 7.701
Expectation value of S²: 6.47

# C28H22BF4I2IrN4O3

A molecular structure, C28H22BF4I2IrN4O3 at a distorted geometry (ωB97M-V with the def2-TZVPD basis set, the Open Molecules 2025 dataset).

Each line ends with the Löwdin charge.
Geometry (Å):
Ir1 1.5421 -1.1410 -0.0545  1.522
I1 -1.3891 -5.4612 -5.6178  0.850
C1 -0.4793 -4.0392 -4.3927  -0.750
C2 0.3104 -3.0447 -4.9539  -0.229
C3 0.9124 -2.1062 -4.1416  -0.642
I2 2.0954 -0.6174 -4.9815  0.942
C4 0.7445 -2.1135 -2.7409  -0.409
O1 1.3564 -1.1889 -2.0430  -0.285
C5 -0.0682 -3.1392 -2.1952  -0.146
C6 -0.4159 -3.1840 -0.7321  -0.115
N1 0.7485 -2.9585 0.1595  -0.149
C7 0.4156 -3.2304 1.5827  -0.096
C8 1.2687 -2.4067 2.5113  -0.226
C9 1.3379 -2.6739 3.8664  0.005
C10 2.0605 -1.8208 4.6795  -0.029
C11 2.7106 -0.7351 4.1147  -0.021
C12 2.6185 -0.5361 2.7539  -0.071
N2 1.9032 -1.3536 1.9745  -0.034
C13 -0.6625 -4.0834 -3.0248  -0.128
H1 0.4608 -3.0030 -6.0236  0.080
H2 -0.8456 -4.1562 -0.4777  0.134
H3 -1.1438 -2.4148 -0.4643  0.129
H4 1.5240 -3.5648 -0.1202  0.146
H5 0.4987 -4.2997 1.7810  0.144
H6 -0.6171 -2.9139 1.7463  0.108
H7 0.8181 -3.5325 4.2684  0.126
H8 2.1173 -2.0007 5.7445  0.117
H9 3.2905 -0.0500 4.7148  0.117
H10 3.1327 0.2669 2.2472  0.126
H11 -1.2829 -4.8558 -2.5869  0.098
O2 -1.5350 -1.1429 2.1085  0.051
C14 -1.1896 -0.2023 1.4166  -0.508
N3 -1.7925 1.0259 1.3862  0.156
C15 -1.2479 1.9230 0.3755  -0.250
C16 -0.0806 1.0467 -0.0746  -0.425
O3 0.8362 1.3203 -0.8346  0.050
N4 -0.1363 -0.1653 0.5187  0.025
C17 -0.7673 3.2526 0.9515  -0.130
C18 0.0863 4.0646 0.2108  -0.014
C19 0.4807 5.2959 0.7081  -0.066
C20 0.0209 5.7351 1.9421  -0.088
C21 -0.8293 4.9291 2.6811  -0.081
C22 -1.2202 3.6914 2.1886  -0.030
C23 -2.2251 2.1666 -0.7796  -0.125
C24 -3.5825 2.3031 -0.5119  -0.028
C25 -4.4795 2.5683 -1.5346  -0.077
C26 -4.0274 2.7026 -2.8389  -0.084
C27 -2.6746 2.5718 -3.1102  -0.063
C28 -1.7742 2.3082 -2.0874  -0.012
H12 -2.6942 1.1243 1.8167  0.142
H13 0.4546 3.7261 -0.7474  0.112
H14 1.1513 5.9151 0.1270  0.107
H15 0.3254 6.7005 2.3243  0.102
H16 -1.1895 5.2583 3.6471  0.102
H17 -1.8697 3.0670 2.7870  0.105
H18 -3.9598 2.2180 0.5000  0.108
H19 -5.5331 2.6697 -1.3095  0.104
H20 -4.7264 2.9089 -3.6386  0.103
H21 -2.3113 2.6700 -4.1248  0.108
H22 -0.7226 2.1958 -2.3147  0.112
F1 5.4189 -1.5741 -0.8930  0.196
B1 4.5310 -1.4862 0.1255  -1.196
F2 3.9034 -0.2024 0.1824  0.045
F3 3.3756 -2.4022 -0.1544  -0.027
F4 5.0215 -1.8257 1.3627  0.162

Computed properties:
Charge: 0
Lowest unoccupied orbital energy (eV): -0.26
Calculated total energy (eV): -72090.7325
Kohn-Sham gap (eV): 7.513
Energy relative to the best compared isomer or geometry (same formula, charge and spin) (kcal/mol): 11.1